# C14H34BrClO4Si

A cluster of 3 separate species, C14H34BrClO4Si in total (ωB97M-V with the def2-TZVPD basis set, OMol25).

Values from the calculation:
- ΔE to the lowest compared entry with this formula, charge and spin: 0.000 eV
- Total charge: 0
- HOMO level: -9.1 eV

Bonds (Å) are listed after each position.
Positions of all 55 atoms, in Å:
1 C 2.009 3.447 2.044  C2 1.514, H10 1.088, H11 1.094, H12 1.092
2 C 1.692 2.979 0.639  C1 1.514, Br3 1.975, C4 1.519, H13 1.090
3 Br -0.269 2.925 0.411  C2 1.975
4 C 2.269 1.620 0.285  C2 1.519, Si5 1.885, H14 1.095, H15 1.093
5 Si 4.151 1.543 0.378  C4 1.885, C6 1.872, H16 1.481, H17 1.482
6 C 4.887 2.994 -0.548  Si5 1.872, C7 1.531, H18 1.095, H19 1.097
7 C 4.455 3.063 -2.015  C6 1.531, C8 1.526, H20 1.094, H21 1.093
8 C 4.996 4.285 -2.752  C7 1.526, Cl9 1.793, H22 1.087, H23 1.088
9 Cl 3.781 5.601 -2.854  C8 1.793
10 H 1.470 4.359 2.294  C1 1.088
11 H 3.081 3.644 2.133  C1 1.094
12 H 1.749 2.673 2.769  C1 1.092
13 H 1.997 3.727 -0.092  C2 1.090
14 H 1.844 0.858 0.946  C4 1.095
15 H 1.965 1.350 -0.730  C4 1.093
16 H 4.590 1.593 1.792  Si5 1.481
17 H 4.610 0.273 -0.232  Si5 1.482
18 H 5.979 2.955 -0.476  C6 1.095
19 H 4.581 3.914 -0.035  C6 1.097
20 H 4.766 2.156 -2.543  C7 1.094
21 H 3.364 3.084 -2.072  C7 1.093
22 H 5.286 4.059 -3.774  C8 1.087
23 H 5.849 4.713 -2.230  C8 1.088
24 C -1.164 -0.512 -1.354  O25 1.417, H30 1.088, H31 1.093, H32 1.095
25 O -1.910 -0.694 -2.546  C24 1.417, C26 1.415
26 C -2.753 -1.830 -2.511  O25 1.415, C27 1.516, H33 1.096, H34 1.094
27 C -4.190 -1.452 -2.213  C26 1.516, O28 1.419, H35 1.094, H36 1.095
28 O -4.320 -0.857 -0.931  C27 1.419, C29 1.415
29 C -4.434 0.553 -0.960  O28 1.415, H37 1.095, H38 1.093, H39 1.089
30 H -0.687 0.464 -1.414  C24 1.088
31 H -1.807 -0.536 -0.471  C24 1.093
32 H -0.401 -1.289 -1.245  C24 1.095
33 H -2.393 -2.543 -1.760  C26 1.096
34 H -2.710 -2.317 -3.489  C26 1.094
35 H -4.809 -2.355 -2.231  C27 1.094
36 H -4.564 -0.770 -2.983  C27 1.095
37 H -5.414 0.860 -1.341  C29 1.095
38 H -3.654 1.006 -1.575  C29 1.093
39 H -4.330 0.904 0.066  C29 1.089
40 C -1.048 -3.282 3.907  O41 1.413, H46 1.089, H47 1.094, H48 1.096
41 O -2.370 -3.558 3.493  C40 1.413, C42 1.418
42 C -2.870 -2.643 2.532  O41 1.418, C43 1.512, H49 1.096, H50 1.094
43 C -2.832 -3.196 1.126  C42 1.512, O44 1.422, H51 1.092, H52 1.096
44 O -1.504 -3.427 0.673  C43 1.422, C45 1.413
45 C -1.098 -4.777 0.762  O44 1.413, H53 1.096, H54 1.093, H55 1.089
46 H -0.736 -4.100 4.554  C40 1.089
47 H -0.363 -3.213 3.057  C40 1.094
48 H -0.999 -2.346 4.475  C40 1.096
49 H -2.300 -1.707 2.570  C42 1.096
50 H -3.907 -2.416 2.793  C42 1.094
51 H -3.289 -2.466 0.455  C43 1.092
52 H -3.412 -4.126 1.078  C43 1.096
53 H -1.662 -5.406 0.064  C45 1.096
54 H -1.227 -5.173 1.773  C45 1.093
55 H -0.043 -4.815 0.494  C45 1.089